{
  "formula": "HN3",
  "method": "ωB97M-V/def2-TZVPD",
  "largest_force_ev_per_a": 2.6,
  "gap_ev": 11.4,
  "elements": ["H", "N", "N", "N"],
  "positions_angstrom": [[0.283, 0.179, 1.725], [0.320, 0.726, 0.821], [-0.037, -0.080, -0.068], [-0.324, -0.671, -0.999]],
  "lowdin_charge": [0.085, 0.052, -0.325, 0.188]
}

***

{
  "formula": "C41H58N4O5P2S2Sr",
  "method": "ωB97M-V/def2-TZVPD",
  "charge": -2,
  "largest_force_ev_per_a": 1.3,
  "gap_ev": 6.0,
  "elements": ["Sr", "C", "N", "C", "C", "N", "C", "C", "C", "C", "C", "C", "C", "S", "C", "C", "C", "C", "C", "C", "S", "H", "H", "H", "H", "H", "H", "H", "H", "H", "H", "H", "H", "H", "H", "H", "H", "H", "H", "C", "C", "C", "P", "C", "C", "C", "C", "C", "C", "C", "C", "C", "C", "N", "C", "C", "C", "C", "C", "C", "C", "C", "C", "H", "H", "H", "H", "H", "H", "H", "H", "H", "H", "H", "H", "H", "H", "H", "H", "H", "H", "H", "H", "H", "H", "H", "H", "H", "H", "H", "H", "H", "H", "H", "O", "N", "O", "C", "O", "P", "O", "C", "O", "C", "H", "H", "H", "H", "H", "H", "H", "H", "H"],
  "positions_angstrom": [[-1.284, 0.048, -0.432], [-1.103, 1.456, 3.559], [-2.235, 1.665, 2.665], [-2.361, 3.071, 2.281], [-3.204, 3.323, 1.028], [-2.379, 3.334, -0.164], [-3.203, 3.412, -1.369], [-1.386, 4.368, -0.140], [-1.808, 5.696, -0.095], [-0.914, 6.749, -0.101], [0.432, 6.477, -0.090], [0.855, 5.168, -0.134], [-0.008, 4.057, -0.187], [0.660, 2.454, -0.274], [-3.456, 1.140, 3.232], [-3.837, 1.467, 4.532], [-4.992, 0.994, 5.110], [-5.823, 0.150, 4.372], [-5.437, -0.234, 3.101], [-4.272, 0.282, 2.482], [-4.001, -0.203, 0.833], [-1.130, 2.083, 4.470], [-0.192, 1.682, 2.994], [-1.054, 0.405, 3.847], [-1.364, 3.466, 2.116], [-2.814, 3.626, 3.116], [-3.723, 4.296, 1.135], [-3.957, 2.546, 0.897], [-3.838, 4.317, -1.349], [-3.805, 2.520, -1.411], [-2.569, 3.470, -2.261], [-2.874, 5.906, -0.116], [-1.259, 7.758, -0.092], [1.155, 7.286, -0.050], [1.924, 4.957, -0.162], [-3.170, 2.095, 5.114], [-5.270, 1.281, 6.132], [-6.729, -0.253, 4.771], [-6.034, -0.929, 2.506], [-0.732, 1.198, -4.773], [-0.287, -0.255, -4.497], [0.209, -0.884, -5.805], [0.708, -0.274, -2.950], [2.200, 0.794, -3.227], [3.241, 0.389, -2.182], [2.835, 0.923, -4.582], [1.356, -1.984, -2.815], [2.210, -2.557, -3.762], [2.667, -3.869, -3.731], [3.600, -4.478, -4.739], [2.207, -4.657, -2.664], [1.381, -4.131, -1.695], [1.008, -2.754, -1.660], [0.331, -2.228, -0.624], [0.265, -3.020, 0.518], [1.400, -3.266, 1.325], [2.805, -2.890, 0.886], [1.225, -3.984, 2.508], [-0.013, -4.350, 2.988], [-0.214, -4.964, 4.358], [-1.109, -4.116, 2.183], [-0.986, -3.534, 0.918], [-2.175, -3.478, -0.031], [-1.525, 1.187, -5.518], [0.082, 1.835, -5.152], [-1.127, 1.646, -3.880], [-1.195, -0.805, -4.193], [1.064, -0.367, -6.241], [-0.610, -0.843, -6.531], [0.438, -1.938, -5.673], [1.852, 1.778, -2.909], [3.753, -0.519, -2.504], [2.804, 0.228, -1.201], [3.965, 1.213, -2.039], [3.216, -0.035, -4.972], [3.690, 1.614, -4.507], [2.175, 1.334, -5.335], [2.580, -1.909, -4.581], [3.870, -3.744, -5.509], [3.179, -5.341, -5.273], [4.547, -4.799, -4.281], [2.499, -5.703, -2.577], [1.033, -4.762, -0.899], [2.810, -1.990, 0.272], [3.265, -3.702, 0.298], [3.459, -2.748, 1.735], [2.092, -4.181, 3.127], [0.748, -5.223, 4.791], [-0.863, -5.848, 4.320], [-0.713, -4.262, 5.042], [-2.092, -4.417, 2.520], [-2.769, -2.559, 0.100], [-2.843, -4.314, 0.172], [-1.852, -3.532, -1.077], [-3.000, 0.717, -2.584], [-3.268, -0.448, -3.012], [-2.773, -1.377, -2.334], [2.361, 2.970, 2.626], [2.420, 1.644, 3.130], [1.978, 0.409, 2.095], [2.443, -0.721, 3.201], [1.417, -1.169, 4.071], [3.217, 0.389, 1.073], [4.574, 0.287, 1.432], [2.807, 3.635, 3.401], [1.353, 3.343, 2.455], [2.956, 3.053, 1.696], [1.797, -2.010, 4.636], [0.556, -1.497, 3.485], [1.148, -0.355, 4.743], [5.139, 0.912, 0.730], [4.906, -0.737, 1.365], [4.767, 0.643, 2.450]],
  "lowdin_charge": [0.962, -0.094, -0.159, -0.155, -0.183, -0.177, -0.081, -0.302, -0.049, -0.131, -0.136, -0.148, -0.644, 0.503, -0.289, -0.068, -0.134, -0.128, -0.149, -0.653, 0.493, 0.085, 0.031, 0.085, 0.105, 0.118, 0.111, 0.082, 0.079, 0.056, 0.095, 0.101, 0.076, 0.089, 0.086, 0.097, 0.086, 0.077, 0.081, -0.130, -0.545, -0.118, 1.039, -0.570, -0.138, -0.132, -0.291, -0.092, -0.316, -0.093, -0.072, -0.040, -0.338, -0.028, -0.280, -0.204, -0.045, -0.062, -0.314, -0.069, -0.026, -0.186, -0.056, 0.074, 0.064, 0.037, 0.073, 0.054, 0.069, 0.058, 0.062, 0.073, 0.034, 0.082, 0.063, 0.075, 0.044, 0.091, 0.063, 0.065, 0.065, 0.101, 0.103, 0.063, 0.084, 0.058, 0.109, 0.059, 0.068, 0.074, 0.113, 0.001, 0.071, 0.071, -0.266, -0.252, -0.245, -0.192, -0.360, 0.839, -0.352, -0.155, -0.392, -0.127, 0.085, 0.045, 0.069, 0.079, 0.071, 0.075, 0.088, 0.071, 0.083]
}

***

{
  "formula": "C29H47CaIN2OSi2",
  "method": "ωB97M-V/def2-TZVPD",
  "largest_force_ev_per_a": 2.0,
  "gap_ev": 7.4,
  "elements": ["Ca", "C", "C", "C", "C", "C", "C", "C", "C", "C", "H", "H", "H", "H", "H", "H", "H", "H", "H", "H", "H", "H", "C", "Si", "C", "C", "C", "C", "C", "C", "C", "C", "N", "Si", "C", "C", "C", "H", "H", "H", "H", "H", "H", "H", "H", "H", "H", "H", "H", "H", "H", "H", "H", "H", "H", "H", "H", "H", "H", "C", "C", "C", "C", "C", "C", "H", "H", "H", "H", "H", "H", "H", "H", "H", "N", "C", "O", "C", "I", "H", "H", "H", "H"],
  "positions_angstrom": [[-0.092, -0.316, -0.069], [-4.738, 0.024, 2.316], [-3.303, -0.333, 2.578], [-2.408, 0.632, 3.020], [-1.088, 0.307, 3.313], [-0.137, 1.356, 3.818], [-0.679, -1.014, 3.182], [-1.562, -2.002, 2.756], [-1.119, -3.433, 2.713], [-2.866, -1.645, 2.444], [-4.839, 1.054, 1.977], [-5.314, -0.083, 3.237], [-5.170, -0.635, 1.567], [-2.754, 1.648, 3.162], [-0.337, 1.566, 4.870], [-0.259, 2.286, 3.265], [0.895, 1.024, 3.721], [0.336, -1.287, 3.445], [-1.324, -3.912, 3.671], [-0.049, -3.500, 2.525], [-1.653, -3.986, 1.948], [-3.560, -2.404, 2.115], [-1.489, 3.377, 0.495], [-0.301, 3.054, -0.970], [-0.449, 4.599, -2.103], [1.477, 3.044, -0.246], [-0.614, 1.338, -1.643], [0.455, 0.846, -2.509], [0.901, 1.534, -3.650], [1.943, 1.038, -4.396], [2.539, -0.160, -4.005], [2.032, -0.793, -2.889], [1.027, -0.316, -2.168], [-2.281, 0.916, -2.382], [-3.676, 1.017, -1.081], [-2.301, -0.875, -3.064], [-2.793, 1.997, -3.884], [-1.087, 4.129, 1.165], [-1.663, 2.471, 1.071], [-2.450, 3.738, 0.146], [-0.310, 5.519, -1.544], [-1.432, 4.643, -2.561], [0.285, 4.586, -2.902], [1.774, 4.022, 0.121], [2.198, 2.747, -1.002], [1.564, 2.336, 0.579], [0.398, 2.442, -3.935], [2.294, 1.575, -5.265], [3.366, -0.582, -4.554], [2.469, -1.723, -2.536], [-3.349, 0.610, -0.129], [-4.544, 0.454, -1.405], [-3.994, 2.041, -0.921], [-2.368, -1.590, -2.252], [-1.402, -1.089, -3.636], [-3.154, -1.029, -3.717], [-2.743, 3.052, -3.640], [-3.806, 1.782, -4.208], [-2.131, 1.822, -4.726], [4.709, -2.173, 2.627], [4.352, -0.940, 1.786], [4.529, 0.329, 2.634], [5.268, -0.860, 0.556], [2.956, -1.016, 1.334], [1.807, -1.075, 0.948], [5.753, -2.131, 2.937], [4.555, -3.089, 2.058], [4.086, -2.217, 3.518], [5.567, 0.434, 2.948], [3.901, 0.282, 3.521], [4.250, 1.210, 2.060], [6.309, -0.777, 0.863], [5.014, 0.012, -0.046], [5.158, -1.749, -0.063], [0.886, -3.316, -0.468], [-0.402, -3.195, -0.748], [-1.102, -2.291, -0.312], [-1.023, -4.266, -1.633], [-1.337, -6.071, -0.499], [1.318, -2.520, 0.093], [1.455, -4.035, -0.885], [-0.379, -4.527, -2.469], [-1.998, -3.938, -1.989]],
  "lowdin_charge": [1.262, -0.055, -0.281, -0.033, -0.281, -0.035, -0.044, -0.280, -0.049, -0.014, 0.075, 0.085, 0.077, 0.122, 0.086, 0.068, 0.071, 0.112, 0.088, 0.078, 0.031, 0.123, -0.172, 0.476, -0.176, -0.166, -0.507, -0.467, -0.032, -0.056, -0.068, -0.139, -0.004, 0.480, -0.167, -0.163, -0.171, 0.027, -0.008, 0.021, 0.023, 0.008, 0.014, 0.025, 0.023, 0.010, 0.101, 0.108, 0.097, 0.103, 0.001, 0.031, 0.023, -0.006, 0.026, 0.029, 0.004, 0.022, 0.020, -0.056, -0.637, -0.055, -0.058, -0.159, -0.180, 0.081, 0.081, 0.081, 0.082, 0.079, 0.081, 0.080, 0.083, 0.080, 0.178, -0.693, -0.140, -0.528, 0.804, 0.012, 0.116, 0.051, 0.046]
}

***

{
  "formula": "C3H8N2O",
  "method": "ωB97M-V/def2-TZVPD",
  "largest_force_ev_per_a": 1.7,
  "gap_ev": 10.5,
  "elements": ["H", "N", "C", "N", "H", "H", "H", "C", "C", "O", "H", "H", "H", "H"],
  "positions_angstrom": [[0.988, -2.747, 2.303], [0.082, -2.925, 1.885], [-0.404, -1.810, 1.529], [-1.603, -1.637, 0.889], [0.205, -0.910, 1.689], [-2.335, -1.007, 1.160], [-1.943, -2.546, 0.598], [0.797, 1.300, -1.569], [0.751, 2.772, -1.363], [0.626, 3.590, -2.237], [-0.090, 0.887, -1.066], [0.677, 1.067, -2.615], [1.522, 0.855, -0.900], [0.726, 3.111, -0.303]],
  "lowdin_charge": [0.029, 0.059, -0.415, 0.058, 0.106, 0.082, 0.086, -0.056, -0.341, 0.039, 0.077, 0.083, 0.076, 0.116]
}